Record 1
One molecule with the formula C22H22N2O4 at a distorted geometry. Source: the OMol25 dataset; level of theory: the ωB97M-V functional and the def2-TZVPD basis.

Geometry (Å):
C  -5.53  -0.83  2.99
O  -4.70  0.12  2.35
C  -3.38  -0.06  2.52
O  -2.91  -0.96  3.17
C  -2.57  0.97  1.83
C  -1.18  0.91  1.94
C  -0.39  1.85  1.31
C  -0.98  2.86  0.55
C  -0.09  3.82  -0.21
O  0.70  3.11  -1.14
C  0.05  2.42  -2.13
C  -0.91  3.02  -2.94
C  -1.50  2.31  -3.97
C  -1.13  1.00  -4.21
C  -0.19  0.39  -3.41
C  0.41  1.07  -2.35
C  1.34  0.47  -1.43
C  1.69  -0.82  -1.25
C  1.23  -1.92  -2.00
N  0.91  -2.87  -2.56
C  2.62  -1.12  -0.11
O  3.00  -0.25  0.64
N  2.99  -2.41  -0.01
C  3.85  -2.91  1.04
C  3.08  -3.88  1.94
C  5.08  -3.59  0.43
C  -2.36  2.92  0.44
C  -3.16  1.99  1.07
H  -5.39  -0.80  4.07
H  -6.56  -0.56  2.74
H  -5.30  -1.84  2.64
H  -0.74  0.12  2.52
H  0.68  1.80  1.39
H  0.63  4.29  0.46
H  -0.69  4.60  -0.69
H  -1.19  4.05  -2.77
H  -2.24  2.79  -4.59
H  -1.59  0.45  -5.02
H  0.09  -0.64  -3.60
H  1.82  1.16  -0.74
H  2.62  -3.09  -0.66
H  4.16  -2.04  1.62
H  2.74  -4.74  1.37
H  3.71  -4.22  2.75
H  2.21  -3.38  2.36
H  5.61  -2.89  -0.21
H  4.77  -4.45  -0.17
H  5.75  -3.93  1.21
H  -2.82  3.70  -0.16
H  -4.23  2.03  0.99

**E_LUMO**: -0.0192 Ha
**Frontier orbital gap**: 8.296 eV
**Highest occupied orbital energy**: -8.82 eV
**Maximum force**: 1.4 eV/A
**E_tot**: -34341.526 eV


Record 2
One molecule with the formula C22H22N2O5S at a distorted geometry. Source: the OMol25 dataset; level of theory: the ωB97M-V functional and the def2-TZVPD basis.

Geometry (Å):
C  -0.93  0.18  6.97
C  0.56  0.40  6.69
O  1.09  -0.54  5.78
C  0.80  -0.43  4.46
C  0.14  0.62  3.85
C  -0.08  0.65  2.46
C  -0.78  1.78  1.92
C  -1.12  2.08  0.65
S  -0.82  1.19  -0.83
C  -1.67  2.43  -1.82
N  -1.92  2.44  -3.05
C  -1.52  1.52  -4.00
C  -0.27  0.90  -3.99
C  0.08  0.04  -5.00
C  -0.80  -0.25  -6.04
C  -0.39  -1.17  -7.16
C  0.28  -0.38  -8.28
C  -2.04  0.37  -6.05
C  -2.40  1.25  -5.05
N  -2.09  3.44  -0.99
C  -1.85  3.33  0.36
O  -2.19  4.16  1.17
C  0.40  -0.41  1.69
C  1.06  -1.47  2.28
C  1.26  -1.50  3.65
O  1.89  -2.50  4.34
C  2.26  -3.66  3.64
C  3.54  -3.45  2.81
O  3.84  -4.12  1.87
O  4.29  -2.45  3.26
H  -1.52  0.31  6.07
H  -1.27  0.89  7.72
H  -1.08  -0.83  7.34
H  1.14  0.24  7.61
H  0.74  1.43  6.35
H  -0.23  1.45  4.43
H  -1.09  2.53  2.64
H  0.44  1.13  -3.20
H  1.06  -0.43  -4.99
H  0.30  -1.92  -6.78
H  -1.27  -1.68  -7.56
H  0.57  -1.04  -9.09
H  1.17  0.13  -7.91
H  -0.40  0.38  -8.67
H  -2.74  0.17  -6.85
H  -3.36  1.74  -5.05
H  -2.58  4.23  -1.37
H  0.26  -0.42  0.62
H  1.44  -2.27  1.66
H  1.46  -4.05  3.00
H  2.49  -4.42  4.40
H  3.86  -2.02  4.03

**E_LUMO**: -0.0170 Ha
**Frontier orbital gap**: 7.577 eV
**Highest occupied orbital energy**: -8.04 eV
**Maximum force**: 1.1 eV/A
**E_tot**: -47224.346 eV


Record 3
One molecule with the formula C22H22N4O3S2 at a distorted geometry. Source: the OMol25 dataset; level of theory: the ωB97M-V functional and the def2-TZVPD basis.

Geometry (Å):
C  -4.49  -0.24  -0.59
O  -3.84  0.98  -0.36
C  -4.27  1.63  0.82
C  -3.35  2.82  1.09
C  -1.97  2.37  1.59
N  -1.34  1.47  0.65
C  -0.75  1.94  -0.48
S  -0.51  3.68  -0.63
C  0.87  3.66  -1.84
C  2.09  3.15  -1.19
N  3.12  3.83  -0.78
N  3.97  2.96  -0.22
C  3.42  1.78  -0.30
C  3.94  0.52  0.20
C  3.18  -0.64  0.09
C  3.67  -1.83  0.57
C  4.92  -1.88  1.16
C  5.69  -0.73  1.27
C  5.20  0.48  0.79
O  2.22  1.84  -0.91
N  -0.31  1.21  -1.45
C  -0.41  -0.12  -1.29
S  0.17  -1.25  -2.48
C  -0.29  -2.55  -1.43
C  -0.85  -2.14  -0.26
C  -0.93  -0.73  -0.16
C  -1.47  0.09  0.89
O  -1.99  -0.31  1.92
C  -1.25  -3.30  0.58
C  -0.55  -4.49  -0.12
C  -0.22  -4.03  -1.56
H  -5.57  -0.09  -0.70
H  -4.08  -0.65  -1.51
H  -4.31  -0.94  0.24
H  -4.24  0.93  1.67
H  -5.31  1.98  0.69
H  -3.23  3.39  0.17
H  -3.80  3.46  1.85
H  -1.33  3.24  1.75
H  -2.08  1.81  2.53
H  1.02  4.70  -2.15
H  0.56  3.02  -2.66
H  2.20  -0.59  -0.38
H  3.08  -2.73  0.48
H  5.31  -2.82  1.53
H  6.66  -0.77  1.73
H  5.77  1.39  0.87
H  -2.34  -3.41  0.57
H  -0.94  -3.19  1.62
H  0.37  -4.72  0.41
H  -1.18  -5.38  -0.12
H  -0.96  -4.39  -2.28
H  0.76  -4.38  -1.89

**E_LUMO**: 0.0128 Ha
**Frontier orbital gap**: 8.245 eV
**Highest occupied orbital energy**: -7.90 eV
**Maximum force**: 1.6 eV/A
**E_tot**: -56944.693 eV


Record 4
One molecule with the formula C22H22N4O4 at a distorted geometry. Source: the OMol25 dataset; level of theory: the ωB97M-V functional and the def2-TZVPD basis.

Geometry (Å):
O  2.88  -0.69  -1.23
C  1.88  -0.74  -1.91
C  1.80  -0.42  -3.39
C  1.66  1.11  -3.55
N  0.88  1.69  -2.49
C  1.39  2.26  -1.34
C  0.38  2.50  -0.45
C  -0.83  2.03  -1.04
C  -2.15  1.98  -0.62
C  -3.09  1.41  -1.46
C  -2.73  0.91  -2.71
C  -1.42  0.96  -3.16
C  -0.47  1.52  -2.31
C  0.60  3.17  0.87
C  1.95  3.89  0.85
C  3.04  2.96  0.35
C  2.83  2.58  -1.12
N  0.67  -1.04  -1.38
N  0.48  -1.12  -0.01
C  -0.75  -1.39  0.46
O  -1.72  -1.52  -0.26
C  -0.87  -1.34  1.96
C  -1.08  -0.12  2.58
C  -1.30  -0.06  3.94
C  -1.33  -1.21  4.71
C  -1.13  -2.44  4.11
C  -0.90  -2.50  2.74
N  -0.66  -3.78  2.12
O  -0.14  -3.78  1.02
O  -0.98  -4.77  2.74
H  0.95  -0.94  -3.84
H  2.72  -0.76  -3.88
H  1.19  1.34  -4.51
H  2.65  1.57  -3.53
H  -2.44  2.37  0.34
H  -4.12  1.35  -1.15
H  -3.49  0.47  -3.34
H  -1.16  0.57  -4.13
H  -0.21  3.87  1.08
H  0.61  2.42  1.68
H  2.19  4.25  1.85
H  1.88  4.76  0.18
H  4.02  3.43  0.46
H  3.04  2.05  0.95
H  3.46  1.72  -1.37
H  3.12  3.42  -1.77
H  -0.21  -1.04  -1.88
H  1.34  -1.11  0.52
H  -1.09  0.78  1.97
H  -1.46  0.90  4.41
H  -1.51  -1.16  5.77
H  -1.15  -3.36  4.67

**E_LUMO**: -0.0225 Ha
**Frontier orbital gap**: 7.092 eV
**Highest occupied orbital energy**: -7.70 eV
**Maximum force**: 1.3 eV/A
**E_tot**: -37319.777 eV


Record 5
One molecule with the formula C22H22N4O5S2 at a distorted geometry. Source: the OMol25 dataset; level of theory: the ωB97M-V functional and the def2-TZVPD basis.

Geometry (Å):
O  -2.83  3.45  0.55
C  -2.01  2.61  0.83
N  -1.00  2.86  1.72
C  0.13  2.05  1.86
C  0.54  1.28  2.92
C  1.69  0.61  2.45
N  1.96  0.93  1.21
N  1.03  1.82  0.85
C  1.01  2.30  -0.47
C  1.55  1.49  -1.47
C  1.53  1.92  -2.78
C  0.98  3.14  -3.11
C  0.47  3.96  -2.12
C  0.49  3.55  -0.80
H  0.12  4.22  -0.03
H  0.06  4.93  -2.37
H  0.95  3.46  -4.14
H  1.95  1.28  -3.55
H  1.99  0.55  -1.18
C  2.27  -0.39  3.36
H  2.64  -1.28  2.87
H  3.03  0.02  4.02
S  0.80  -0.86  4.44
O  -0.04  -1.71  3.59
C  0.09  0.87  4.27
H  -0.99  0.82  4.39
H  0.52  1.48  5.07
H  -1.01  3.76  2.17
C  -2.01  1.21  0.29
C  -2.04  0.98  -1.08
C  -2.06  -0.33  -1.55
C  -2.06  -1.38  -0.65
C  -2.07  -1.15  0.72
C  -2.05  0.14  1.19
H  -2.08  0.33  2.25
H  -2.10  -1.99  1.39
S  -2.06  -3.07  -1.25
O  -2.62  -3.90  -0.23
O  -2.63  -3.09  -2.56
N  -0.47  -3.53  -1.41
C  0.36  -3.56  -0.23
H  -0.29  -3.70  0.63
C  1.18  -2.28  -0.10
H  1.93  -2.38  0.69
O  1.91  -2.01  -1.28
C  1.06  -1.89  -2.40
H  1.71  -1.70  -3.25
C  0.24  -3.17  -2.62
H  -0.50  -3.04  -3.40
H  0.92  -3.99  -2.88
H  0.38  -1.03  -2.27
H  0.53  -1.43  0.14
H  1.04  -4.42  -0.32
H  -2.10  -0.54  -2.60
H  -2.04  1.81  -1.76

**E_LUMO**: 0.0066 Ha
**Frontier orbital gap**: 9.139 eV
**Highest occupied orbital energy**: -8.96 eV
**Maximum force**: 1.5 eV/A
**E_tot**: -61038.217 eV